Formula: H18O9
Source: the OMol25 dataset
Level of theory: ωB97M-V/def2-TZVPD

* total energy: -687.11640 a.u.
* HOMO-LUMO gap: 0.2545 hartree
* 2S+1: 1
* strongest force on any atom: 19.10 eV/A
* ΔE to the lowest compared entry with this formula, charge and spin: 24.7459 eV

Last column: Mulliken charge in e.
Cartesian coordinates (Å):
O1 -0.63157 -0.96744 2.05324  -0.783
H1 -1.16011 -1.18731 2.82040  0.243
H2 -0.50796 -0.01998 2.11051  0.728
O2 1.26321 -1.35688 1.15784  -0.711
H3 0.40388 -1.21180 1.55374  0.521
H4 1.28463 -2.29479 0.96783  0.216
O3 0.19933 0.45005 -0.16154  -1.510
H5 -0.37416 0.97427 -0.72058  0.245
H6 -0.38603 -0.17943 0.25958  0.638
O4 1.01551 -1.41132 -1.60713  -0.826
H7 0.32180 -1.01309 -2.13287  0.240
H8 1.49691 -0.66855 -1.24276  0.503
O5 0.20734 1.01581 -2.63859  -0.750
H9 -0.17678 1.64673 -3.24737  0.245
H10 -0.30887 1.10989 -1.83803  0.869
O6 -1.16105 1.36588 -1.26908  -0.410
H11 -1.53745 1.74420 -2.06370  0.368
H12 -1.90481 0.96675 -0.81770  0.295
O7 -0.25757 0.88570 2.38605  -0.488
H13 0.24455 1.42065 3.00082  0.361
H14 -0.08197 1.27562 1.52968  0.275
O8 -1.21339 -0.93395 0.29455  -0.805
H15 -1.14055 -1.87539 0.13769  0.330
H16 -1.22376 -0.84960 1.24797  0.361
O9 1.91409 0.29159 -0.97398  -0.731
H17 1.10400 0.39963 -0.47567  0.317
H18 2.61078 0.42274 -0.33083  0.259

***

Formula: C25H31N3O2
Source: the OMol25 dataset
Level of theory: ωB97M-V/def2-TZVPD

* total energy: -1286.02358 a.u.
* HOMO-LUMO gap: 0.3104 hartree
* 2S+1: 1
* strongest force on any atom: 0.63 eV/A
* ΔE to the lowest compared entry with this formula, charge and spin: 0.9722 eV

Last column: Mulliken charge in e.
Cartesian coordinates (Å):
C1 -8.38449 -2.22958 -0.24202  -1.465
C2 -6.90711 -1.99727 -0.14930  0.740
C3 -6.39990 -0.89157 0.51853  -0.445
C4 -5.03259 -0.67986 0.62426  0.898
C5 -4.15678 -1.58982 0.04822  -0.358
C6 -4.65143 -2.69283 -0.62453  -0.797
C7 -6.01562 -2.89633 -0.72259  -0.513
H1 -6.39615 -3.75923 -1.24978  0.413
H2 -3.96779 -3.39745 -1.07455  0.398
H3 -3.09092 -1.43168 0.12247  0.464
C8 -4.49842 0.52757 1.36131  -1.737
N1 -3.37836 1.12834 0.68884  0.295
C9 -2.06409 0.97428 1.02042  0.192
C10 -1.46006 0.30241 2.07798  -0.689
C11 -0.08793 0.33818 2.16119  -1.258
C12 0.69642 1.01291 1.21081  0.783
C13 0.09675 1.69074 0.16241  -0.764
C14 -1.29082 1.67582 0.06063  0.791
C15 -2.20828 2.24838 -0.87259  0.478
C16 -3.46220 1.88375 -0.46455  0.812
C17 -4.78898 2.18471 -1.06615  -1.598
H4 -5.39027 2.79947 -0.39480  0.271
H5 -4.66391 2.72279 -2.00071  0.412
H6 -5.33647 1.26346 -1.26582  0.282
C18 -1.81475 3.07299 -2.05156  -1.772
H7 -2.68632 3.47760 -2.55859  0.362
H8 -1.24873 2.47296 -2.76498  0.335
H9 -1.18319 3.90292 -1.73589  0.364
H10 0.67929 2.25425 -0.55201  0.579
C19 2.17007 0.98282 1.41113  0.276
O1 2.68562 0.87034 2.50721  -0.666
N2 2.90673 1.10423 0.27206  -0.112
H11 2.44030 1.02129 -0.61661  0.259
C20 4.34446 0.99516 0.27638  -0.958
H12 4.75575 1.71776 -0.43306  0.332
H13 4.68488 1.24383 1.28317  0.315
C21 4.80348 -0.43005 -0.06253  -0.535
N3 6.24426 -0.55885 0.03368  0.098
C22 6.67410 -1.92318 0.28946  -0.559
C23 8.18746 -1.93457 0.50448  -0.638
O2 8.87061 -1.42563 -0.61717  -0.381
C24 8.44519 -0.11262 -0.89254  -0.733
C25 6.93746 -0.05268 -1.13789  -0.432
H14 6.64552 0.98334 -1.31325  0.302
H15 6.69264 -0.64831 -2.03737  0.339
H16 8.99449 0.20855 -1.77940  0.361
H17 8.69409 0.54555 -0.04664  0.351
H18 8.55020 -2.95374 0.64849  0.352
H19 8.42565 -1.32955 1.39176  0.351
H20 6.17840 -2.28748 1.19104  0.398
H21 6.42391 -2.59380 -0.55276  0.322
H22 4.35013 -1.10273 0.66936  0.378
H23 4.43041 -0.71492 -1.06418  0.223
H24 0.42512 -0.15960 2.96960  0.460
H25 -2.03925 -0.23439 2.81493  0.346
H26 -4.16892 0.22581 2.36050  0.448
H27 -5.29392 1.27017 1.48244  0.265
H28 -7.08323 -0.18182 0.96530  0.337
H29 -8.65967 -2.56633 -1.23947  0.375
H30 -8.93852 -1.32336 -0.01012  0.352
H31 -8.68432 -3.00315 0.46533  0.302

***

Formula: C4H9Cl6OY
Source: the OMol25 dataset
Level of theory: ωB97M-V/def2-TZVPD

* total energy: -3031.47714 a.u.
* HOMO-LUMO gap: 0.0562 hartree
* 2S+1: 1
* strongest force on any atom: 4.12 eV/A
* net charge: +2
* ΔE to the lowest compared entry with this formula, charge and spin: 6.6126 eV

Last column: Mulliken charge in e.
Cartesian coordinates (Å):
Y1 -4.01093 -6.58010 3.68653  1.302
C1 -2.86624 -1.44895 0.23243  -0.344
O1 -3.02053 -2.73363 0.84535  -0.129
H1 -2.77845 -1.61837 -0.84074  0.286
H2 -3.67725 -0.72938 0.34458  0.326
H3 -2.03094 -0.87172 0.62889  0.275
C2 4.32951 -2.17498 5.77097  -0.238
Cl1 3.77284 -3.01114 7.20000  -0.117
Cl2 2.92784 -1.74012 4.73123  -0.152
H4 5.01617 -1.36235 6.00809  0.300
H5 4.91983 -2.83333 5.13363  0.248
C3 3.25202 0.86785 -2.30780  -0.210
Cl3 4.68968 0.05247 -1.52358  -0.107
Cl4 3.80234 2.31002 -3.19862  -0.087
H6 2.87848 0.20183 -3.08561  0.248
H7 2.46986 1.12777 -1.59452  0.267
C4 -4.00396 4.02496 -4.34875  -0.225
Cl5 -2.48217 4.76638 -3.66106  -0.105
Cl6 -4.59237 4.64165 -5.92316  -0.079
H8 -3.79758 2.96345 -4.48549  0.256
H9 -4.79807 4.14778 -3.61227  0.283

***

Formula: C34H51N7O7P3S2SiV
Source: the OMol25 dataset
Level of theory: ωB97M-V/def2-TZVPD

* total energy: -5290.51718 a.u.
* HOMO-LUMO gap (spin up / spin down): 0.2843 / 0.2932 hartree
* ⟨S²⟩: 2.015
* 2S+1: 3
* strongest force on any atom: 2.46 eV/A

Last column: Mulliken charge in e.
Cartesian coordinates (Å):
V1 -0.12416 0.45501 -0.82481  0.693
C1 -3.16349 -3.49533 -2.45733  -1.006
N1 -2.51167 -3.62826 -1.14586  0.808
C2 -3.21921 -4.48939 -0.20166  -0.987
P1 -0.92280 -3.26957 -1.08843  -0.979
O1 -0.57357 -1.92436 -1.59375  0.409
O2 -0.59692 -3.47533 0.47591  -0.327
P2 -0.23591 -2.24422 1.47555  -1.157
O3 -0.58285 -0.94481 0.83692  0.587
N2 -1.22497 -2.55980 2.72826  0.569
C3 -1.54516 -3.90041 3.21365  -1.153
C4 -1.38052 -1.48368 3.73251  -0.892
N3 1.31786 -2.43919 1.87842  1.168
C5 2.39559 -1.85862 1.06937  -1.450
C6 1.72750 -3.60196 2.66017  -0.998
N4 -0.08555 -4.41987 -1.88070  0.431
C7 1.30392 -4.13265 -2.27598  -0.826
C8 -0.37205 -5.82783 -1.63247  -0.953
H1 -3.16932 -4.44622 -3.00217  0.301
H2 -2.65755 -2.74435 -3.06537  0.009
H3 -4.19359 -3.16875 -2.31033  0.385
H4 -3.39903 -5.48520 -0.61844  0.388
H5 -4.18669 -4.04566 0.03738  0.275
H6 -2.65983 -4.59201 0.72125  0.166
H7 -1.28614 -4.66195 2.47942  0.331
H8 -2.61664 -3.96877 3.41228  0.284
H9 -1.01885 -4.11968 4.14506  0.411
H10 -1.27328 -0.50573 3.26490  0.056
H11 -0.63756 -1.56297 4.52955  0.280
H12 -2.38312 -1.55712 4.16261  0.392
H13 2.09847 -0.91246 0.65044  0.227
H14 2.70594 -2.52409 0.25697  0.162
H15 3.24536 -1.65946 1.72104  0.563
H16 0.97147 -3.87754 3.39052  0.249
H17 2.63345 -3.34474 3.20961  0.333
H18 1.93981 -4.47030 2.02674  0.257
H19 1.45006 -3.06167 -2.40093  0.066
H20 1.51868 -4.62224 -3.22667  0.341
H21 2.01462 -4.50683 -1.53091  0.292
H22 -1.43193 -5.97901 -1.42035  0.238
H23 0.21036 -6.21823 -0.78996  0.273
H24 -0.12233 -6.41158 -2.51735  0.360
O4 4.33694 3.31052 -3.02139  -0.610
C9 3.37627 4.17355 -2.70575  0.416
O5 3.53804 5.36294 -2.75924  -0.622
C10 2.08322 3.59828 -2.24064  0.552
C11 0.97843 4.32965 -1.87101  -1.061
N5 0.03455 3.45971 -1.49764  -0.280
N6 0.46196 2.20601 -1.58556  1.525
C12 1.69045 2.27111 -2.05033  -1.215
C13 2.31933 0.92016 -2.18941  1.310
O6 3.41368 0.77232 -2.69171  -0.874
O7 1.54759 -0.02226 -1.72196  -0.503
H25 4.06915 2.37284 -2.89071  0.367
H26 0.82743 5.40198 -1.86022  0.578
H27 -0.87547 3.64513 -1.11830  0.030
S1 2.35115 0.18231 3.54793  -0.559
P3 1.81590 1.85878 2.70623  1.936
S2 0.38218 1.88293 1.22965  -0.252
C14 3.25913 2.68248 1.98544  -0.320
C15 4.05163 3.52980 2.75776  -0.602
C16 5.16897 4.13780 2.19520  -0.705
C17 5.49963 3.89936 0.86692  -0.771
C18 4.72346 3.03805 0.09894  -0.528
C19 3.60873 2.43187 0.66042  0.339
C20 1.13544 3.06120 3.90469  -0.210
C21 0.83607 4.36828 3.50681  -0.195
C22 0.31365 5.27413 4.41805  -0.718
C23 0.07737 4.88198 5.73394  -0.430
C24 0.36971 3.58571 6.13260  -0.598
C25 0.90332 2.67581 5.21847  -0.434
H28 3.79976 3.71529 3.79482  0.439
H29 5.77898 4.80284 2.79568  0.400
H30 6.35999 4.38867 0.42451  0.405
H31 4.98725 2.84630 -0.93719  0.529
H32 2.99461 1.76185 0.06860  -0.095
H33 1.01700 4.67018 2.48079  0.391
H34 0.08808 6.28712 4.10593  0.399
H35 -0.32755 5.59157 6.44668  0.373
H36 0.18770 3.27908 7.15690  0.401
H37 1.15114 1.66283 5.51801  0.320
C26 -3.10963 0.49969 -4.67683  -1.353
Si1 -1.49635 0.59430 -3.76033  0.193
C27 -0.72871 2.16501 -4.41367  -1.287
C28 -0.43167 -0.79005 -4.37688  -0.625
N7 -1.63663 0.64935 -2.00591  0.888
C29 -2.83893 0.52808 -1.25565  0.629
C30 -2.90614 1.07602 0.03437  -0.099
C31 -4.03575 0.95409 0.83415  -0.843
C32 -5.16826 0.31553 0.35668  -0.671
C33 -5.13767 -0.20686 -0.93378  -0.935
C34 -3.99974 -0.11320 -1.72147  -0.167
H38 -2.86709 0.71132 -5.72730  0.430
H39 -3.83357 1.25126 -4.33448  0.347
H40 -3.59099 -0.48480 -4.64157  0.405
H41 -0.95717 2.23043 -5.48635  0.479
H42 0.36264 2.17501 -4.32129  0.224
H43 -1.12748 3.06601 -3.93322  0.295
H44 -0.18513 -0.59956 -5.43217  0.621
H45 -0.93218 -1.76131 -4.30108  0.095
H46 0.50003 -0.85779 -3.80818  -0.060
H47 -2.06763 1.62850 0.43956  0.261
H48 -4.02823 1.38731 1.82937  0.487
H49 -6.05854 0.23604 0.96798  0.409
H50 -6.01563 -0.70318 -1.33626  0.417
H51 -4.00283 -0.56256 -2.70467  0.159